[1]
DFT (ωB97M-V/def2-TZVPD) results for a molecular structure, C36H34BClCrF2O3PS2.

The calculation puts the orbital gap (alpha / beta) at 0.117 / 0.194 Ha. The value obtained for the HOMO energy (alpha / beta) is -1.19 / -3.29 eV. The value obtained for the total energy is -122041.240 eV.

The geometry in ORCA input format:
```
! RIJCOSX wB97M-V def2-TZVPD def2/J DEFGRID3
* xyz -1 5
Cr 0.006 0.548 0.469
O -1.561 -0.321 2.192
C -0.894 -0.954 1.301
C -0.850 -2.374 1.201
C -1.438 -3.180 2.212
C -1.337 -4.544 2.212
C -0.650 -5.209 1.169
C -0.082 -4.459 0.155
C -0.154 -3.062 0.137
P 0.632 -2.186 -1.219
C 2.437 -2.101 -0.975
C 3.114 -3.009 -0.171
C 4.492 -2.929 -0.039
C 5.203 -1.943 -0.709
C 4.530 -1.030 -1.510
C 3.152 -1.105 -1.640
C 0.526 -3.342 -2.637
C -0.740 -3.809 -3.002
C -0.905 -4.585 -4.136
C 0.188 -4.892 -4.938
C 1.444 -4.414 -4.596
C 1.613 -3.637 -3.459
H -1.955 -2.661 3.012
H -1.779 -5.121 3.018
H -0.560 -6.289 1.164
H 0.433 -4.969 -0.652
H 2.559 -3.769 0.365
H 5.012 -3.629 0.604
H 6.279 -1.878 -0.598
H 5.080 -0.251 -2.026
H 2.617 -0.385 -2.248
H -1.587 -3.565 -2.372
H -1.889 -4.952 -4.402
H 0.060 -5.499 -5.827
H 2.301 -4.648 -5.217
H 2.596 -3.272 -3.192
O -1.932 1.569 0.140
S -2.895 1.641 1.286
C -2.027 2.618 2.612
C -1.764 4.091 2.309
C -0.818 4.307 1.115
C 0.650 4.349 1.505
S 1.703 3.755 0.096
O 1.153 2.411 -0.222
C 1.045 4.846 -1.156
C 1.431 6.182 -1.205
C 0.949 6.992 -2.217
C 0.101 6.471 -3.188
C -0.259 5.128 -3.142
C 0.216 4.310 -2.133
C -4.029 2.946 0.756
C -3.861 3.520 -0.496
C -4.750 4.486 -0.939
C -5.815 4.878 -0.137
C -5.991 4.284 1.107
C -5.108 3.315 1.553
H -1.109 2.043 2.745
H -2.643 2.494 3.505
H -1.349 4.563 3.207
H -2.708 4.594 2.103
H -1.075 5.231 0.593
H -0.965 3.490 0.410
H 0.892 3.656 2.312
H 0.991 5.351 1.774
H 2.097 6.580 -0.447
H 1.237 8.035 -2.259
H -0.273 7.106 -3.980
H -0.911 4.718 -3.903
H -0.032 3.254 -2.087
H -3.029 3.196 -1.108
H -4.617 4.938 -1.914
H -6.508 5.635 -0.480
H -6.825 4.580 1.731
H -5.242 2.853 2.525
F 0.426 0.341 -2.471
B -0.129 -0.359 -1.366
F -1.514 -0.553 -1.615
Cl 1.964 -1.031 2.639
C 1.823 0.352 1.478
H 2.759 0.346 0.918
H 1.896 1.228 2.147
*
```

Atom charges from the Löwdin analysis, given in e for atoms 1 to 8: 0.5361 -0.1951 -0.4549 -0.2348 -0.0542 -0.1258 -0.1358 -0.1465

***

[2]
DFT (ωB97M-V/def2-TZVPD) results for a single C6H12O molecule.

The calculation puts the orbital gap at 0.414 Ha. The value obtained for the HOMO energy is -10.13 eV. Its SMILES is CC[C@@H](C)[C@@H]1CO1. The value obtained for the total energy is -8462.932 eV.

The geometry in ORCA input format:
```
! RIJCOSX wB97M-V def2-TZVPD def2/J DEFGRID3
* xyz 0 1
C -2.094 0.029 0.636
C -0.847 0.831 0.250
C 0.085 0.121 -0.745
C 1.092 1.081 -1.407
C 0.926 -1.004 -0.165
C 1.016 -1.399 1.243
O 2.017 -0.588 0.656
H -2.735 -0.152 -0.235
H -2.696 0.573 1.373
H -1.848 -0.948 1.070
H -0.287 1.113 1.154
H -1.171 1.777 -0.202
H -0.541 -0.337 -1.523
H 0.680 1.634 -2.258
H 1.465 1.799 -0.670
H 1.221 -1.747 -0.913
H 0.411 -0.900 1.998
H 1.340 -2.407 1.506
H 1.965 0.524 -1.769
*
```

Atom charges from the Löwdin analysis, given in e for atoms 1 to 8: -0.1061 -0.2339 -0.3376 -0.0636 -0.2788 -0.1204 -0.0431 0.0736

***

[3]
DFT (ωB97M-V/def2-TZVPD) results for a single C4H8N2O molecule.

The calculation puts the orbital gap at 0.407 Ha. The value obtained for the HOMO energy is -10.24 eV. Its SMILES is CN[C@H](C#N)CO. The value obtained for the total energy is -9304.575 eV.

The geometry in ORCA input format:
```
! RIJCOSX wB97M-V def2-TZVPD def2/J DEFGRID3
* xyz 0 1
C 0.437 -1.862 0.532
N -0.389 -0.757 0.042
C 0.333 0.462 -0.318
C -0.728 1.548 -0.558
O -1.605 1.120 -1.564
C 1.331 0.828 0.716
N 2.111 0.971 1.557
H -0.213 -2.582 1.028
H 0.943 -2.364 -0.297
H 1.202 -1.542 1.254
H -1.050 -0.512 0.775
H 0.878 0.293 -1.256
H -0.280 2.494 -0.874
H -1.254 1.737 0.395
H -1.716 0.165 -1.430
*
```

Atom charges from the Löwdin analysis, given in e for atoms 1 to 8: -0.1080 -0.0923 -0.3358 -0.2371 -0.0539 -0.1792 0.1593 0.0833

***

[4]
DFT (ωB97M-V/def2-TZVPD) results for a single C3H3NOS molecule.

The calculation puts the orbital gap at 0.281 Ha. The value obtained for the HOMO energy is -9.26 eV. The value obtained for the total energy is -17528.849 eV.

The geometry in ORCA input format:
```
! RIJCOSX wB97M-V def2-TZVPD def2/J DEFGRID3
* xyz 0 1
C -0.461 2.819 -0.539
C 0.425 2.763 0.478
C 0.245 0.004 -0.110
N -1.145 2.989 -1.465
O -1.093 0.044 0.232
S 1.117 1.365 0.928
H 0.758 -0.904 0.144
H 0.550 0.359 -1.075
H -1.519 0.786 -0.402
*
```

Atom charges from the Löwdin analysis, given in e for atoms 1 to 8: -0.4358 -0.4269 -0.4599 0.1752 -0.1271 0.9805 0.0772 0.0723

***

[5]
DFT (ωB97M-V/def2-TZVPD) results for 3 unconnected molecules or ions with the total composition C43H34F2N2O4Si.

The calculation puts the orbital gap at 0.275 Ha. The value obtained for the HOMO energy is -8.51 eV. Its SMILES is C[Si](C)(CCC(F)(F)[C@H](C#N)CC#N)c1ccccc1.O=C1c2ccccc2C(=O)c2ccccc21.O=C1c2ccccc2C(=O)c2ccccc21. The value obtained for the total energy is -69612.579 eV.

The geometry in ORCA input format:
```
! RIJCOSX wB97M-V def2-TZVPD def2/J DEFGRID3
* xyz 0 1
C 0.434 1.959 -1.525
Si 1.912 0.687 -1.746
C 1.059 -1.071 -1.824
C 3.075 0.669 -0.212
C 4.584 1.252 -0.469
C 5.668 0.169 -1.045
F 7.012 0.856 -0.983
F 5.484 -0.195 -2.480
C 5.827 -1.203 -0.163
C 4.758 -2.409 -0.611
N 3.805 -3.200 -0.979
C 5.868 -0.964 1.472
C 4.541 -1.621 2.252
N 3.315 -1.818 2.676
C 2.761 1.124 -3.417
C 3.238 2.613 -3.912
C 3.925 2.851 -5.414
C 4.168 1.616 -6.478
C 3.719 0.111 -5.996
C 3.030 -0.125 -4.495
H -0.532 1.396 -1.903
H 0.345 2.358 -0.428
H 0.630 2.820 -2.327
H -0.076 -0.934 -1.481
H 1.032 -1.522 -2.905
H 1.559 -1.772 -1.030
H 2.573 1.394 0.593
H 3.023 -0.404 0.253
H 4.928 1.765 0.545
H 4.535 2.139 -1.260
H 6.899 -1.650 -0.440
H 6.791 -1.594 1.891
H 6.077 0.146 1.790
H 3.060 3.543 -3.204
H 4.240 3.932 -5.793
H 4.627 1.746 -7.565
H 3.843 -0.828 -6.715
H 2.723 -1.251 -4.259
C -7.237 1.537 -3.948
C -8.103 2.628 -4.017
C -7.643 3.906 -3.696
C -6.315 4.093 -3.293
C -5.456 2.999 -3.200
C -5.915 1.719 -3.540
C -4.068 3.176 -2.729
O -3.311 2.216 -2.651
C -3.607 4.525 -2.345
C -2.311 4.699 -1.842
C -1.863 5.974 -1.489
C -2.701 7.077 -1.646
C -3.994 6.906 -2.142
C -4.451 5.626 -2.483
C -5.833 5.451 -2.973
O -6.572 6.419 -3.107
H -7.593 0.542 -4.206
H -9.137 2.485 -4.323
H -8.324 4.754 -3.757
H -5.246 0.862 -3.483
H -1.649 3.843 -1.719
H -0.858 6.105 -1.093
H -2.350 8.071 -1.378
H -4.645 7.771 -2.258
C 1.086 -5.671 2.468
C 1.360 -4.306 2.563
C 0.916 -3.580 3.668
C 0.184 -4.216 4.678
C -0.112 -5.575 4.572
C 0.351 -6.307 3.470
C -0.925 -6.246 5.606
O -1.182 -7.440 5.515
C -1.432 -5.456 6.746
C -2.252 -6.067 7.703
C -2.725 -5.330 8.791
C -2.372 -3.988 8.932
C -1.559 -3.376 7.976
C -1.096 -4.109 6.876
C -0.267 -3.444 5.852
O 0.040 -2.263 5.972
H 1.440 -6.239 1.611
H 1.922 -3.808 1.776
H 1.138 -2.516 3.738
H 0.135 -7.370 3.387
H -2.530 -7.115 7.603
H -3.366 -5.805 9.531
H -2.734 -3.416 9.783
H -1.293 -2.326 8.090
*
```

Atom charges from the Löwdin analysis, given in e for atoms 1 to 8: -0.2213 0.5408 -0.2102 -0.2551 -0.1414 -0.2649 -0.0495 -0.0168

***

[6]
DFT (ωB97M-V/def2-TZVPD) results for 2 unconnected molecules or ions with the total composition C6H6Br2N2.

The calculation puts the orbital gap at 0.307 Ha. The value obtained for the HOMO energy is -9.18 eV. Its SMILES is N#CC(Br)=C=N.C=CCBr. The value obtained for the total energy is -149380.959 eV.

The geometry in ORCA input format:
```
! RIJCOSX wB97M-V def2-TZVPD def2/J DEFGRID3
* xyz 0 1
C 1.099 -0.703 1.760
C 1.722 -1.944 -0.230
C -1.084 0.153 -1.064
C 0.123 0.599 -1.434
C -2.106 0.902 -0.202
C 1.794 -0.902 0.630
N 0.459 -0.490 2.743
N 1.789 -2.891 -0.915
Br -1.235 2.310 0.837
Br 3.480 0.186 0.376
H -0.184 0.205 2.887
H -1.489 -0.810 -1.471
H 0.731 0.066 -2.171
H 0.506 1.674 -1.239
H -2.833 1.316 -0.897
H -2.771 0.330 0.389
*
```

Atom charges from the Löwdin analysis, given in e for atoms 1 to 8: -0.1707 -0.3687 -0.2668 -0.0822 -0.5768 -0.6257 0.2460 0.1701